No. 1
{
  "formula": "C4H8O3",
  "method": "ωB97M-V with the def2-TZVPD basis set",
  "smiles": "O=C(O)CO.C=C",
  "e_above_lowest_kcal_mol": 46.0,
  "elements": ["O", "C", "O", "C", "O", "H", "H", "H", "H", "C", "C", "H", "H", "H", "H"],
  "coordinates": [[0.91747, -0.50907, 0.79592], [-0.12205, -0.94768, 0.43376], [-0.90661, -0.25988, -0.32415], [-0.65104, -2.27940, 0.86430], [-1.73550, -2.72089, 0.15279], [-0.38135, 0.62402, -0.56808], [0.14248, -3.00256, 0.74326], [-0.86258, -2.24166, 1.93516], [-2.13537, -1.90404, -0.15988], [1.00125, 1.99350, -1.25441], [0.84409, 2.36808, -0.03562], [1.67203, 1.21503, -1.51333], [0.60175, 2.56476, -2.05525], [0.26309, 3.21740, 0.23056], [1.35235, 1.88240, 0.75495]],
  "forces_ev_per_angstrom": [[2.38, 0.22, 1.00], [0.05, -0.87, 0.83], [-0.69, 2.82, -2.21], [0.82, -0.46, 0.70], [-1.16, 0.07, -0.73], [-1.33, -2.00, 0.67], [0.46, -0.12, 0.03], [0.05, 0.24, 0.21], [-0.61, -0.19, -0.37], [0.51, -0.05, -2.13], [-0.10, 0.87, 2.07], [0.43, -0.83, -0.19], [-0.53, 0.25, -0.69], [-0.53, 0.60, 0.11], [0.26, -0.54, 0.71]],
  "mulliken_charge": [-0.54, 0.73, -0.50, -0.29, -0.53, 0.17, 0.27, 0.22, 0.36, -0.65, -0.39, 0.30, 0.31, 0.23, 0.31]
}

No. 2
{
  "formula": "C54H64IrN4OP4SSe2",
  "method": "ωB97M-V with the def2-TZVPD basis set",
  "multiplicity": 2,
  "charge": 2,
  "e_above_lowest_kcal_mol": 5.4,
  "s2": 0.79,
  "elements": ["Ir", "C", "C", "C", "P", "C", "C", "C", "C", "C", "C", "C", "C", "C", "N", "C", "C", "C", "C", "C", "C", "P", "C", "C", "C", "C", "C", "C", "H", "H", "H", "H", "H", "H", "H", "H", "H", "H", "H", "H", "H", "H", "H", "H", "H", "H", "H", "H", "H", "H", "H", "H", "H", "H", "H", "H", "H", "H", "H", "H", "H", "H", "H", "H", "Se", "P", "C", "C", "C", "C", "C", "C", "C", "C", "C", "C", "C", "C", "C", "C", "N", "N", "N", "P", "Se", "C", "C", "C", "C", "C", "C", "C", "C", "C", "C", "C", "C", "H", "H", "H", "H", "H", "H", "H", "H", "H", "H", "H", "H", "H", "H", "H", "H", "H", "H", "H", "H", "O", "S", "C", "C", "C", "C", "H", "H", "H", "H", "H", "H", "H", "H"],
  "coordinates": [[0.81831, 0.17335, -0.18354], [1.94098, -1.07337, -3.97715], [1.50601, 0.37730, -3.84504], [2.30836, 1.20932, -4.85418], [1.46739, 1.22875, -2.14662], [2.97847, 2.32250, -2.10012], [2.71717, 3.80831, -2.36141], [3.80197, 2.10188, -0.83431], [-0.05751, 2.19166, -2.49259], [-0.21085, 3.09688, -3.52786], [-1.43109, 3.72708, -3.75480], [-2.52315, 3.46245, -2.93120], [-2.40714, 2.56319, -1.89829], [-1.18066, 1.89139, -1.68012], [-0.99182, 1.01159, -0.65908], [-1.86279, 1.04241, 0.46786], [-3.16272, 0.57135, 0.45790], [-3.91744, 0.68456, 1.61854], [-3.36163, 1.23731, 2.76329], [-2.03753, 1.66613, 2.77161], [-1.26839, 1.57686, 1.61832], [0.48839, 2.04581, 1.32464], [1.32197, 2.09494, 2.96823], [2.84954, 2.05747, 2.86829], [0.90593, 3.25242, 3.89068], [0.38228, 3.76335, 0.60750], [1.61844, 4.63556, 0.84823], [-0.87795, 4.52815, 1.02120], [2.00534, -1.30102, -5.04337], [1.23307, -1.77003, -3.54631], [2.92879, -1.23091, -3.55470], [0.45228, 0.43320, -4.12347], [3.37864, 1.02375, -4.75294], [2.14187, 2.28368, -4.80064], [2.02039, 0.88539, -5.85453], [3.58426, 1.94785, -2.92516], [1.95718, 4.22623, -1.70335], [2.41694, 4.00733, -3.38723], [3.64312, 4.35828, -2.18957], [4.64724, 2.79237, -0.83880], [4.19135, 1.08877, -0.78974], [3.22745, 2.26404, 0.07563], [0.61439, 3.32881, -4.18173], [-1.52587, 4.43094, -4.57049], [-3.46506, 3.96525, -3.10225], [-3.25409, 2.36767, -1.25949], [-3.56637, 0.11051, -0.43441], [-4.93975, 0.33083, 1.62893], [-3.95576, 1.32340, 3.66348], [-1.62254, 2.05231, 3.68923], [0.99038, 1.15271, 3.41453], [3.24454, 2.97643, 2.43836], [3.22009, 1.21757, 2.28403], [3.26323, 1.96842, 3.87388], [1.48558, 4.14757, 3.67618], [1.12685, 2.97334, 4.92173], [-0.14324, 3.52393, 3.83674], [0.31320, 3.57703, -0.46709], [1.68485, 4.95592, 1.88495], [1.52570, 5.53919, 0.24333], [2.55426, 4.15589, 0.57345], [-0.85703, 4.79316, 2.07912], [-1.79501, 3.97475, 0.82487], [-0.92144, 5.45846, 0.45238], [2.81408, -6.15742, -2.16187], [0.82190, -5.51511, -1.98996], [-0.06517, -6.22923, -0.57591], [0.29573, -7.50148, -0.14428], [-0.37783, -8.09215, 0.91549], [-1.40252, -7.40998, 1.55567], [-1.76267, -6.13724, 1.12965], [-1.10140, -5.54605, 0.06245], [-0.19368, -5.82088, -3.45022], [-1.53883, -6.16020, -3.34890], [-2.28552, -6.36463, -4.49967], [-1.69443, -6.22545, -5.74637], [-0.35058, -5.89004, -5.84834], [0.40236, -5.69350, -4.70294], [0.64220, -3.72345, -1.72997], [1.44414, -2.72647, -1.17850], [0.66087, -1.61080, -1.18797], [-0.51075, -1.89242, -1.72289], [-0.53956, -3.15380, -2.05644], [3.07037, -2.59505, -0.44370], [2.85976, -0.82513, 0.84805], [4.42407, -2.31877, -1.60387], [4.52489, -3.03359, -2.79593], [5.63439, -2.86482, -3.60928], [6.65157, -1.99857, -3.23393], [6.56192, -1.29479, -2.04051], [5.45155, -1.45113, -1.22559], [3.48271, -4.01805, 0.55357], [2.46598, -4.73872, 1.17142], [2.77878, -5.83176, 1.95847], [4.10706, -6.20302, 2.12690], [5.12010, -5.48489, 1.50788], [4.81363, -4.39012, 0.71508], [1.11202, -8.01915, -0.63323], [-0.10075, -9.08616, 1.24068], [-1.92892, -7.87422, 2.37951], [-2.57825, -5.61493, 1.61467], [-1.40446, -4.56588, -0.28535], [-2.00702, -6.27563, -2.38061], [-3.32881, -6.63930, -4.42064], [-2.27850, -6.39144, -6.64195], [0.11406, -5.79988, -6.82118], [1.45992, -5.46974, -4.77402], [3.74723, -3.72929, -3.08176], [5.70524, -3.42097, -4.53450], [7.51947, -1.87627, -3.86844], [7.36070, -0.63083, -1.73799], [5.39204, -0.90647, -0.29240], [1.43303, -4.47697, 0.98820], [1.98703, -6.41138, 2.41523], [4.35280, -7.06481, 2.73314], [6.15172, -5.78515, 1.63056], [5.60449, -3.85014, 0.21114], [-0.21410, -1.11741, 1.25138], [-0.18449, -1.28053, 2.77102], [-1.84598, -1.77300, 3.24802], [-1.62166, -2.52533, 4.55703], [-0.31658, -3.35498, 4.42242], [0.38325, -2.95138, 3.12081], [-2.20388, -2.41036, 2.43580], [-2.48200, -0.89654, 3.33484], [-2.48216, -3.15405, 4.77581], [-1.53411, -1.81454, 5.37864], [-0.52935, -4.42204, 4.38895], [0.33298, -3.18762, 5.27892], [0.02910, -3.53269, 2.26796], [1.46975, -2.97380, 3.15054]],
  "forces_ev_per_angstrom": [[0.03, 0.16, 0.08], [0.07, 0.04, 0.04], [-0.10, -0.02, 0.08], [-0.01, 0.04, 0.00], [0.03, 0.02, 0.10], [-0.01, -0.01, -0.03], [-0.02, 0.00, 0.00], [0.01, 0.02, 0.00], [0.03, 0.01, -0.07], [-0.01, -0.01, 0.03], [-0.02, 0.01, 0.00], [0.00, 0.01, -0.01], [0.01, -0.02, 0.01], [0.00, -0.05, 0.01], [-0.04, -0.02, -0.01], [-0.02, 0.01, -0.03], [0.03, 0.00, 0.00], [-0.01, 0.04, 0.02], [-0.05, 0.10, -0.06], [0.03, 0.05, -0.08], [-0.02, 0.06, 0.04], [0.02, -0.10, -0.09], [-0.01, 0.02, 0.00], [-0.01, -0.03, -0.01], [0.03, -0.05, 0.01], [0.00, 0.00, -0.03], [0.01, -0.01, 0.04], [0.00, 0.00, 0.02], [0.02, -0.01, 0.01], [-0.02, -0.05, 0.06], [0.08, -0.05, 0.05], [-0.03, -0.03, 0.03], [-0.01, -0.01, -0.01], [0.06, -0.04, -0.01], [0.00, 0.01, 0.00], [-0.01, -0.01, -0.03], [0.01, -0.01, -0.03], [0.00, -0.01, -0.02], [0.00, 0.00, 0.00], [0.00, 0.00, 0.01], [0.01, -0.03, 0.01], [0.00, 0.01, -0.01], [-0.03, 0.04, 0.02], [0.00, 0.00, 0.00], [0.00, 0.00, 0.00], [-0.01, -0.01, 0.02], [0.00, 0.01, -0.01], [0.00, 0.00, 0.00], [0.00, 0.00, 0.01], [0.07, 0.08, 0.06], [-0.01, -0.01, 0.01], [0.00, 0.04, -0.01], [0.00, 0.06, 0.04], [0.00, -0.01, 0.00], [0.00, -0.02, 0.02], [-0.01, 0.00, 0.00], [-0.12, -0.03, -0.01], [0.00, 0.00, 0.02], [0.00, 0.00, -0.02], [0.00, 0.00, 0.00], [0.01, -0.02, 0.00], [-0.02, -0.02, -0.01], [0.00, 0.00, -0.02], [0.01, 0.01, 0.02], [0.01, 0.02, -0.02], [0.05, 0.01, -0.08], [-0.03, 0.06, 0.03], [0.01, -0.01, 0.01], [0.01, 0.00, 0.00], [0.00, 0.01, 0.01], [0.01, -0.01, 0.00], [0.01, -0.02, 0.02], [0.01, 0.00, -0.01], [-0.01, 0.00, 0.01], [0.00, 0.00, 0.00], [0.01, 0.00, -0.01], [-0.01, 0.00, 0.00], [0.01, -0.01, 0.01], [0.07, 0.06, -0.06], [-0.10, -0.08, 0.14], [0.06, 0.02, -0.12], [0.00, 0.02, -0.05], [-0.01, -0.02, -0.03], [-0.01, 0.02, -0.05], [0.08, -0.04, -0.04], [0.05, 0.06, 0.06], [-0.09, -0.04, -0.02], [-0.03, -0.01, 0.00], [0.01, 0.03, 0.02], [0.01, -0.01, -0.02], [-0.03, 0.00, -0.03], [-0.08, -0.01, 0.00], [0.01, -0.02, -0.02], [0.00, 0.01, -0.01], [0.00, 0.00, 0.01], [0.00, -0.01, 0.00], [0.01, 0.03, 0.01], [0.00, 0.00, 0.00], [0.00, 0.00, 0.00], [0.00, 0.00, 0.00], [0.00, 0.00, 0.00], [-0.01, -0.01, 0.01], [0.00, 0.00, 0.00], [0.00, 0.00, 0.00], [0.00, 0.00, 0.00], [0.00, 0.00, 0.00], [0.00, 0.00, 0.00], [-0.03, -0.02, -0.01], [0.00, 0.00, 0.00], [0.00, 0.00, 0.00], [0.00, 0.00, 0.00], [-0.01, 0.00, 0.00], [-0.02, -0.03, 0.02], [-0.01, 0.00, 0.00], [0.00, 0.00, 0.00], [0.00, 0.00, 0.00], [0.00, 0.00, 0.00], [-0.12, -0.03, -0.13], [0.07, 0.04, 0.07], [0.01, -0.02, 0.05], [0.01, -0.01, -0.01], [-0.01, -0.01, 0.01], [0.01, 0.01, 0.00], [0.00, -0.01, -0.01], [0.07, -0.13, 0.01], [0.00, -0.01, 0.00], [0.00, 0.00, 0.01], [0.01, 0.00, 0.00], [0.00, 0.01, 0.00], [0.00, -0.03, -0.04], [0.00, 0.00, 0.01]],
  "lowdin_spin": [0.08, 0.00, 0.01, 0.00, 0.01, 0.00, 0.00, 0.00, 0.11, -0.01, 0.14, -0.01, 0.11, 0.03, 0.42, 0.03, 0.02, 0.00, 0.01, 0.00, 0.02, 0.01, 0.00, 0.00, 0.00, 0.00, 0.00, 0.00, 0.00, 0.00, 0.00, 0.00, 0.00, 0.00, 0.00, 0.00, 0.00, 0.00, 0.00, 0.00, 0.00, 0.00, 0.00, 0.01, 0.00, 0.01, 0.00, 0.00, 0.00, 0.00, 0.00, 0.00, 0.00, 0.00, 0.00, 0.00, 0.00, 0.00, 0.00, 0.00, 0.00, 0.00, 0.00, 0.00, 0.00, 0.00, 0.00, 0.00, 0.00, 0.00, 0.00, 0.00, 0.00, 0.00, 0.00, 0.00, 0.00, 0.00, 0.00, 0.00, 0.00, 0.00, 0.00, 0.00, 0.00, 0.00, 0.00, 0.00, 0.00, 0.00, 0.00, 0.00, 0.00, 0.00, 0.00, 0.00, 0.00, 0.00, 0.00, 0.00, 0.00, 0.00, 0.00, 0.00, 0.00, 0.00, 0.00, 0.00, 0.00, 0.00, 0.00, 0.00, 0.00, 0.00, 0.00, 0.00, 0.00, 0.00, 0.00, 0.00, 0.00, 0.00, 0.00, 0.00, 0.00, 0.00, 0.00, 0.00, 0.00, 0.00, 0.00]
}